The molecule C22H23N3O3. Source: the OMol25 dataset; level of theory: wB97M-V/def2-TZVPD.

For the HOMO energy, the calculation gives -7.295 eV. Its SMILES is CCn1c2ccccc2c2cc(NC(=O)CCCN3C(=O)CCC3=O)ccc21. Its gap between HOMO and LUMO is 7.83 eV. The LUMO energy is 0.531 eV. The value obtained for the energy is -33803.151 eV. Its max |F| is 0.0120 Eh/bohr.

Geometry (Å):
C  3.5269  -3.8506  -3.4191
C  2.4248  -2.9475  -3.9726
N  1.4362  -2.6422  -2.9749
C  0.3243  -3.3962  -2.6885
C  -0.1518  -4.5464  -3.3035
C  -1.3190  -5.1046  -2.8193
C  -2.0053  -4.5409  -1.7458
C  -1.5374  -3.3997  -1.1259
C  -0.3661  -2.8199  -1.5942
C  0.3945  -1.6695  -1.1979
C  0.2345  -0.7198  -0.2012
C  1.1831  0.2875  -0.0771
N  0.9837  1.2246  0.9473
C  1.7100  2.3241  1.2557
O  2.7034  2.7013  0.6676
C  1.1401  3.1157  2.4320
C  0.2554  4.2571  1.9180
C  -1.0964  3.7870  1.3784
N  -1.9841  3.3551  2.4438
C  -2.1664  2.0532  2.8272
O  -1.6016  1.1029  2.3400
C  -3.1837  2.0258  3.9458
C  -3.5481  3.4857  4.1839
C  -2.7483  4.2619  3.1596
O  -2.7501  5.4460  2.9650
C  2.2809  0.3413  -0.9435
C  2.4509  -0.5988  -1.9398
C  1.5061  -1.6062  -2.0715
H  4.2613  -4.0652  -4.1910
H  4.0260  -3.3640  -2.5844
H  3.1026  -4.7882  -3.0671
H  2.8557  -2.0086  -4.3315
H  1.9280  -3.4360  -4.8156
H  0.3688  -5.0003  -4.1337
H  -1.7076  -6.0002  -3.2821
H  -2.9140  -5.0089  -1.3968
H  -2.0668  -2.9632  -0.2922
H  -0.6106  -0.7587  0.4704
H  0.1518  1.0400  1.5009
H  0.5863  2.4684  3.1126
H  1.9857  3.5475  2.9690
H  0.7863  4.7727  1.1163
H  0.0754  4.9779  2.7185
H  -0.9760  2.9562  0.6805
H  -1.5921  4.6205  0.8740
H  -2.7440  1.5427  4.8190
H  -4.0344  1.4186  3.6343
H  -4.6086  3.6934  4.0417
H  -3.2798  3.8349  5.1815
H  3.0006  1.1328  -0.8212
H  3.3085  -0.5391  -2.5925

=====

A structure of composition C3H10N2O2. Source: the OMol25 dataset; level of theory: wB97M-V/def2-TZVPD.

For the HOMO energy, the calculation gives -8.820 eV. Its gap between HOMO and LUMO is 9.64 eV. The LUMO energy is 0.824 eV. The value obtained for the energy is -10346.067 eV. Its max |F| is 0.0402 Eh/bohr.

Geometry (Å):
C  -1.1856  -0.1428  -0.1751
N  -0.5407  0.1207  1.1804
N  -2.5923  0.1584  -0.1106
O  -0.5575  0.6186  -1.0871
O  -0.9572  -1.5411  -0.3537
H  0.5099  0.7422  -0.7117
H  -0.6863  -1.6478  -1.2732
H  -1.0160  0.9021  1.6197
H  -0.6119  -0.6956  1.7780
H  -2.8585  0.6942  -0.9266
H  -3.1448  -0.6871  -0.0575
C  1.8629  0.7900  0.0730
C  2.6897  -0.2205  -0.2025
H  3.7366  -0.0974  -0.4657
H  2.2810  1.7963  0.0887
H  0.7349  0.4574  0.8281
H  2.3359  -1.2478  -0.2042

=====

A structure of composition C38H30Cl2N3O7S2Ta. Source: the OMol25 dataset; level of theory: wB97M-V/def2-TZVPD.

For the HOMO energy, the calculation gives -7.916 eV. Its gap between HOMO and LUMO is 7.01 eV. The LUMO energy is -0.908 eV. The value obtained for the energy is -106966.166 eV. Its max |F| is 0.0709 Eh/bohr.

Geometry (Å):
Ta  -0.9409  -20.0892  -3.3706
O  -1.1264  -19.5351  -5.2277
C  -1.8859  -19.8728  -6.3064
C  -1.2798  -19.7139  -7.5456
C  -1.9976  -20.0938  -8.6502
C  -3.2923  -20.6160  -8.6016
C  -3.9899  -20.5232  -7.4243
C  -3.2613  -20.2099  -6.2328
C  -3.8813  -19.9587  -5.0128
N  -3.2815  -19.8277  -3.8422
N  -4.0821  -19.3737  -2.8372
C  -3.3277  -18.9148  -1.8779
O  -2.0145  -18.9160  -2.0060
C  -3.8672  -18.4244  -0.5963
C  -2.9864  -18.0790  0.4431
C  -3.4849  -17.6166  1.6508
C  -4.8558  -17.5154  1.8346
C  -5.7257  -17.8905  0.8099
C  -5.2416  -18.3367  -0.4036
H  -0.2791  -19.3056  -7.5733
H  -1.4994  -20.0252  -9.6249
H  -3.7062  -21.0372  -9.5249
H  -5.0325  -20.7025  -7.3599
H  -4.9564  -19.8155  -5.0873
H  -1.9167  -18.2046  0.2640
H  -2.7874  -17.3449  2.4684
H  -5.2770  -17.1596  2.7717
H  -6.8036  -17.7331  0.9358
H  -5.9585  -18.6619  -1.1854
Cl  0.3333  -25.6737  1.7115
C  0.1563  -24.3999  0.6053
C  -1.0744  -23.7318  0.5205
C  -1.2901  -22.7352  -0.4034
Cl  -2.9056  -22.0857  -0.5273
C  -0.1917  -22.2945  -1.1233
O  -0.4083  -21.3207  -2.0561
C  1.0583  -22.8260  -0.9890
C  2.2526  -22.2326  -1.6673
O  2.7659  -21.1168  -1.4404
C  1.2129  -23.9810  -0.2062
H  -1.9022  -24.0937  1.1015
H  2.6932  -22.8392  -2.4651
H  2.1740  -24.4961  -0.0903
C  4.0267  -19.6535  -4.4534
O  2.6191  -19.3601  -4.2761
C  2.2898  -18.1602  -3.7440
S  3.2377  -16.8318  -3.7134
S  0.7233  -18.2469  -2.9874
H  4.0913  -19.9367  -5.5289
H  4.2900  -20.4973  -3.8071
H  4.6685  -18.7715  -4.2912
C  2.7517  -21.9684  -11.3932
C  1.8373  -22.6864  -10.4667
C  0.7348  -23.3210  -11.0464
C  -0.1353  -24.0784  -10.2721
C  0.0209  -24.1625  -8.8807
C  1.1178  -23.4847  -8.2681
N  1.2677  -23.4997  -6.8707
C  0.4619  -24.3072  -6.0458
C  0.5351  -25.6975  -6.3580
C  -0.2394  -26.6286  -5.6922
C  -1.1099  -26.1968  -4.6976
C  -1.2048  -24.8809  -4.3764
C  -0.4439  -23.8913  -5.0317
C  -0.5548  -22.5017  -4.6017
O  -1.6676  -22.0747  -4.1026
O  0.4145  -21.7262  -4.6154
C  2.0030  -22.7190  -9.0581
C  3.1333  -22.0082  -8.3972
H  2.3198  -21.9846  -12.3623
H  3.7442  -22.4134  -11.4998
H  2.9123  -20.9247  -11.1536
H  0.6526  -23.3351  -12.1325
H  -0.9192  -24.6839  -10.7296
H  -0.6851  -24.7226  -8.2952
H  1.6023  -22.6200  -6.4566
H  1.1595  -25.9347  -7.1865
H  -0.1062  -27.7000  -5.9180
H  -1.7099  -26.9152  -4.1409
H  -1.8765  -24.5856  -3.5765
H  3.7400  -22.7647  -7.8671
H  2.8095  -21.2739  -7.6510
H  3.8042  -21.4997  -9.0899

=====

A cluster of 2 separate species, C4H10N2O in total. Source: the OMol25 dataset; level of theory: wB97M-V/def2-TZVPD.

For the HOMO energy, the calculation gives -7.957 eV. Its gap between HOMO and LUMO is 8.37 eV. The LUMO energy is 0.413 eV. The value obtained for the energy is -9332.754 eV. Its max |F| is 0.0341 Eh/bohr.

Geometry (Å):
C  0.3463  -0.1803  -0.7175
C  -0.3186  -1.1864  0.0895
C  1.8398  -0.3012  -0.9453
C  -1.6392  0.3096  1.1040
O  -0.2596  0.0996  -1.9568
N  0.0186  1.0509  0.2145
N  0.8998  1.4384  1.0020
H  -1.2171  0.0113  -1.8747
H  0.4742  2.0783  1.6853
H  0.2290  -1.6213  0.9158
H  -1.1300  -1.7574  -0.3415
H  2.3655  -0.4586  -0.0055
H  2.0233  -1.1490  -1.6053
H  2.2222  0.6064  -1.4131
H  -2.4348  0.1769  0.3774
H  -1.7243  1.2953  1.5593
H  -1.6951  -0.4125  1.9121

=====

What is the HOMO energy in the fourth record? -7.957 eV